C46H40AsCl5N2O3S2Tc as an isolated structure, computed with wB97M-V/def2-TZVPD.

XYZ file:
```
100
Properties=species:S:1:pos:R:3
Tc -0.0445 -0.3669 -0.4297
Cl -1.8260 7.1538 -0.8071
C -1.5570 5.4773 -0.5357
C -0.4238 5.0395 0.1437
Cl 0.7112 6.1950 0.7240
C -0.2121 3.6867 0.3613
Cl 1.1672 3.1551 1.2414
C -1.1021 2.6879 -0.1043
O -0.8926 1.4400 0.1588
C -2.2447 3.1785 -0.7984
Cl -3.3666 2.0489 -1.4481
C -2.4664 4.5338 -1.0000
Cl -3.8780 5.0453 -1.8387
C -1.1471 -3.2222 -1.7511
C -0.0345 -3.3647 -0.7553
C 0.2498 -4.6424 -0.2548
C 1.3345 -4.8670 0.5466
C 2.1885 -3.7862 0.8374
C 3.3699 -3.9390 1.5876
C 4.1923 -2.8645 1.8205
C 3.8462 -1.5988 1.3408
C 2.6766 -1.4075 0.6196
S 2.2578 0.1543 -0.0302
C 1.8256 -2.5072 0.3446
N 0.6853 -2.2923 -0.4018
H -1.0899 -4.0465 -2.4641
H -1.0850 -2.2724 -2.2747
H -2.1244 -3.2769 -1.2688
H -0.4030 -5.4593 -0.5344
H 1.5694 -5.8592 0.9099
H 3.6248 -4.9247 1.9567
H 5.1125 -2.9978 2.3749
H 4.4854 -0.7437 1.5161
O -0.4149 -0.8540 1.8063
S 0.4710 -1.4542 2.8714
C 1.4049 -0.0504 3.5883
C 0.6040 0.4566 4.7769
C 0.0340 -0.7866 5.4516
C -0.6430 -1.5664 4.3364
H 1.5388 0.6760 2.7853
H 2.3812 -0.4390 3.8822
H -0.2149 1.0918 4.4334
H 1.2225 1.0449 5.4551
H -0.6705 -0.5307 6.2438
H 0.8403 -1.3793 5.8910
H -1.5824 -1.1070 4.0264
H -0.8124 -2.6183 4.5597
C -1.0396 2.1729 -3.4785
C -0.3801 1.0817 -4.2617
C -0.3482 1.0936 -5.6404
C 0.2760 0.0824 -6.3598
C 0.9107 -0.9394 -5.6716
C 0.9076 -0.9968 -4.2892
C 1.6374 -2.0944 -3.5698
C 0.2109 -0.0003 -3.5408
N 0.1181 -0.0658 -2.2093
H -1.3698 2.9868 -4.1227
H -0.3518 2.5646 -2.7275
H -1.9026 1.7688 -2.9506
H -0.8162 1.9146 -6.1714
H 0.2824 0.1068 -7.4412
H 1.4365 -1.7101 -6.2243
H 2.4861 -2.4398 -4.1595
H 0.9817 -2.9496 -3.3897
H 1.9913 -1.7362 -2.6036
O -2.1477 -0.9974 -0.2756
As -3.2814 -0.7449 0.8948
C -3.4256 0.8025 2.0933
C -4.6468 1.4561 2.2183
C -4.7319 2.6311 2.9477
C -3.5972 3.1727 3.5338
C -2.3864 2.5029 3.4391
C -2.3062 1.3066 2.7414
C -3.2654 -2.2902 2.0790
C -2.3586 -3.3067 1.8120
C -2.3431 -4.4593 2.5823
C -3.2580 -4.6083 3.6157
C -4.1734 -3.5985 3.8805
C -4.1723 -2.4367 3.1222
C -4.9611 -0.9772 -0.0536
C -4.8762 -1.0423 -1.4400
C -6.0167 -1.2295 -2.2045
C -7.2503 -1.3604 -1.5824
C -7.3335 -1.3311 -0.1979
C -6.1928 -1.1456 0.5682
H -5.5272 1.0688 1.7214
H -5.6835 3.1392 3.0302
H -3.6530 4.1182 4.0570
H -1.4948 2.9294 3.8817
H -1.3657 0.7883 2.6446
H -1.6506 -3.1763 1.0053
H -1.6218 -5.2385 2.3688
H -3.2611 -5.5079 4.2175
H -4.8934 -3.7210 4.6793
H -4.8699 -1.6397 3.3540
H -3.9042 -0.9372 -1.9088
H -5.9396 -1.2710 -3.2827
H -8.1484 -1.4894 -2.1718
H -8.2916 -1.4569 0.2895
H -6.2712 -1.1342 1.6481
```

Properties
Energy above the lowest of the compared OMol25 structures with the same formula, charge and spin in eV: 0.493
E_HOMO (spin up / spin down) in eV: -5.820 / -6.551
2S+1: 2
Lowest unoccupied orbital energy (spin up / spin down) in eV: -0.5 / -0.5
E_tot in a.u.: -7526.06529